No. 1
{
  "formula": "C3H3CuFO2",
  "method": "wB97M-V/def2-TZVPD",
  "charge": 1,
  "e_homo_ev": -14.72,
  "relative_energy_kcal_mol": 0.00,
  "elements": ["Cu", "H", "C", "H", "F", "C", "O", "C", "H", "O"],
  "positions_angstrom": [[-0.948787, -3.057401, -1.328468], [0.381974, 1.825950, 1.185437], [0.376994, 0.041841, -0.925431], [0.912301, -0.918401, 1.223284], [-1.512677, 1.173009, 1.150278], [-0.253774, 1.094454, 0.673834], [-0.216758, 1.281790, -0.748452], [0.352769, -0.301832, 0.524875], [1.412385, -0.190071, -1.318394], [-0.504426, -0.949340, -0.436964]],
  "forces_ev_per_a": [[0.15, 0.99, 0.46], [-0.10, -0.14, -0.15], [3.12, -0.27, 1.84], [0.04, 0.24, -0.36], [0.26, -0.02, -0.05], [-0.27, 0.00, 0.52], [0.12, 0.05, -0.71], [-0.88, 0.35, 0.46], [-1.96, 0.43, -1.01], [-0.48, -1.62, -1.00]],
  "lowdin_charge": [0.86, 0.18, -0.24, 0.17, 0.10, -0.26, 0.08, -0.07, 0.21, -0.02]
}

=====

No. 2
{
  "formula": "C4H7N3O",
  "method": "wB97M-V/def2-TZVPD",
  "charge": 0,
  "smiles": "C[N@@H+](C#N)/C([O-])=C/N",
  "e_homo_ev": -7.06,
  "relative_energy_kcal_mol": 104.79,
  "elements": ["H", "N", "H", "N", "C", "H", "H", "H", "C", "H", "O", "N", "C", "C", "H"],
  "positions_angstrom": [[1.015976, 0.471961, -1.189776], [-1.033030, -0.169208, 0.373968], [-1.458380, -0.570032, 1.208615], [2.662599, -0.020486, 0.029789], [-2.055250, 0.544288, -0.423615], [3.061585, -0.576279, -0.713793], [-1.553553, 0.989026, -1.279982], [-2.502186, 1.332440, 0.181738], [0.455018, 0.692648, 0.844472], [-2.829983, -0.128738, -0.788176], [0.533289, 1.207916, 1.920895], [-0.232696, -2.348576, -0.633829], [-0.241621, -1.224097, -0.289572], [1.293733, 0.216182, -0.173873], [2.884501, -0.417045, 0.933138]],
  "forces_ev_per_a": [[-0.17, -0.20, 0.01], [0.50, 0.25, -0.36], [0.17, 0.01, 0.04], [0.41, 0.58, 0.09], [0.14, 0.08, -0.23], [-0.06, 0.04, 0.10], [-0.03, 0.03, -0.01], [0.10, -0.07, 0.05], [0.86, 0.35, 0.34], [0.08, -0.10, 0.12], [-0.65, -0.81, -0.56], [-0.08, 0.59, 0.01], [-0.10, 0.06, 0.57], [-1.05, -0.77, -0.05], [-0.11, -0.04, -0.12]],
  "lowdin_charge": [0.12, -0.05, 0.16, 0.05, -0.03, 0.08, 0.09, 0.10, -0.32, 0.09, 0.10, 0.11, -0.37, -0.25, 0.09]
}

=====

No. 3
{
  "formula": "C28H44F5N8",
  "method": "wB97M-V/def2-TZVPD",
  "charge": 1,
  "e_homo_ev": -12.49,
  "elements": ["N", "C", "N", "H", "H", "C", "C", "F", "H", "H", "H", "H", "H", "H", "H", "N", "H", "C", "H", "N", "C", "F", "C", "C", "C", "F", "H", "C", "C", "H", "C", "F", "H", "H", "H", "H", "H", "H", "C", "H", "C", "H", "H", "H", "H", "H", "H", "H", "C", "C", "C", "H", "C", "H", "C", "C", "N", "N", "C", "C", "H", "C", "C", "N", "C", "C", "H", "H", "H", "H", "C", "H", "H", "H", "H", "H", "C", "H", "C", "H", "H", "F", "H", "N", "H"],
  "positions_angstrom": [[6.648937, 0.813372, -1.047325], [0.890808, -1.261431, 1.227675], [3.384634, -3.179198, 2.651255], [10.421843, -0.256751, -3.224684], [0.513823, -2.606879, -0.245444], [-4.285311, 5.279209, -1.269551], [-3.045411, -0.453795, 1.921776], [-4.730806, 1.264167, 1.665336], [4.989201, -0.720762, 3.808833], [-3.507864, -1.661559, 5.269930], [-1.082739, -0.159994, 0.094737], [-5.065069, -2.193938, 7.158884], [-4.748266, 4.971379, -3.347790], [-0.853074, 2.760505, -6.825983], [7.251775, -1.480527, 2.787492], [-1.689309, 5.665099, -3.568467], [5.104584, -0.714011, 0.742228], [-1.961897, -2.220432, 0.247966], [-3.894416, -4.750397, 5.930403], [0.441314, -1.593199, -0.157639], [-4.230322, -2.862002, 6.933673], [-4.715374, -0.433238, 0.225006], [10.373456, 0.014396, -1.100718], [-2.754320, 2.565670, -5.798998], [5.569027, -0.614733, 1.725444], [-1.877463, 0.155372, 2.222788], [-1.347439, 4.197958, -5.924542], [-2.683668, 5.249708, -3.171416], [-3.273470, 1.369707, -6.601398], [-1.226733, -3.815881, -1.130570], [3.890430, -2.150666, 2.731908], [-3.151326, 1.115944, 0.141285], [5.941609, 0.408246, 1.798990], [7.476970, -1.350277, 1.039204], [1.401736, -0.273357, 1.180533], [3.755918, -0.065199, 2.746640], [11.140061, -0.741353, -0.923517], [-5.271952, 4.911697, -0.977671], [-3.276800, 4.879996, -0.197908], [10.857290, 0.993597, -1.100335], [-3.944368, 4.717702, -2.651915], [-3.894872, 3.626505, -2.610982], [-1.182069, -1.072067, -1.442742], [-3.583059, 5.274868, 0.772150], [0.057276, -1.238672, 1.971965], [6.434893, -2.611267, 1.696021], [-2.798457, -1.250355, 6.828263], [1.592761, -2.068138, 1.573466], [-3.141820, -2.079628, 6.208937], [8.614791, 0.805351, -2.766913], [-4.726982, -4.074551, 6.140655], [-3.834195, -3.210540, 7.889183], [6.749739, -1.572979, 1.821375], [9.072207, 1.796685, -2.804695], [-1.927160, -3.569865, -0.309264], [-3.972611, 0.425199, 0.966489], [-3.542801, -4.136011, 1.111605], [-2.743816, -4.495350, 0.148103], [-3.987097, 1.779806, -7.811236], [7.509684, 0.807922, -1.807936], [9.672139, -0.022508, -0.264458], [-1.709024, 3.381215, -6.550860], [-5.381053, -3.694392, 4.887462], [-4.539283, 2.104857, -8.763955], [4.526816, -0.836687, 2.825622], [-3.732326, -2.965433, 1.728942], [-2.309100, 2.197034, -4.870451], [-4.499871, -2.862200, 2.536488], [-5.440000, -4.632843, 6.752577], [8.215842, 0.603645, -3.764206], [-2.886573, -1.860629, 1.291693], [-3.951686, 0.785685, -5.973273], [-2.122911, 3.819169, -7.460945], [-2.281394, -2.717311, 5.990114], [-3.204999, 3.792718, -0.114007], [-4.351129, 6.368878, -1.313166], [-0.968093, -1.169468, -0.345241], [-2.282810, 5.274239, -0.417493], [9.673285, -0.247982, -2.429498], [-3.585866, 3.218335, -5.517934], [9.219372, -1.242159, -2.407511], [-3.707855, -0.628266, 3.119818], [-2.443925, 0.710441, -6.867711], [-5.898417, -3.396652, 3.903267], [-4.143605, -4.890758, 1.464135]],
  "forces_ev_per_a": [[0.07, -0.07, -0.05], [0.49, -0.50, 0.05], [0.00, 0.05, -0.04], [-0.13, 0.03, -0.06], [0.05, 0.31, -0.29], [0.11, 0.00, 0.35], [-0.77, -0.72, 0.60], [0.32, -0.63, -0.73], [-0.07, -0.16, 0.01], [0.00, -0.01, 0.03], [-0.05, -0.78, -0.25], [-0.03, -0.13, 0.00], [0.14, -0.01, -0.08], [-0.03, 0.01, -0.02], [0.00, -0.03, -0.03], [-0.06, -0.04, 0.05], [-0.03, 0.11, 0.08], [-0.27, 1.40, 0.45], [-0.06, 0.03, -0.15], [-0.94, -0.06, 1.02], [0.21, 0.36, -0.01], [0.10, 1.04, 0.54], [0.00, -0.06, -0.01], [0.26, 0.29, -0.03], [0.29, -0.16, -0.14], [-0.82, -0.30, -0.52], [0.01, -0.04, -0.04], [0.04, -0.14, -0.06], [-0.08, -0.01, 0.41], [-0.65, -0.01, 0.65], [0.07, -0.01, 0.21], [-0.87, -0.36, 0.36], [-0.16, 0.00, -0.02], [-0.03, 0.00, 0.04], [-0.35, -0.69, 0.32], [-0.08, -0.14, 0.06], [-0.02, 0.06, 0.02], [-0.01, 0.02, -0.14], [-0.01, 0.08, 0.02], [-0.01, -0.03, 0.03], [-0.38, 0.15, 0.05], [0.14, 0.04, -0.05], [0.07, -0.17, 0.85], [0.04, -0.04, -0.02], [0.55, 0.10, -0.52], [0.00, 0.01, 0.04], [0.02, -0.03, -0.06], [-0.52, 1.05, -0.38], [-0.01, -0.02, 0.00], [0.15, -0.22, -0.31], [-0.08, 0.01, 0.45], [-0.12, -0.11, -0.05], [-0.02, -0.02, -0.01], [-0.11, 0.01, 0.12], [-0.58, 1.51, 1.07], [1.06, -0.02, 0.27], [-1.83, -0.01, 1.83], [1.16, 0.25, -0.94], [0.06, -0.12, -0.10], [-0.02, 0.17, 0.00], [0.00, 0.04, -0.02], [0.01, 0.10, 0.05], [-0.07, -0.14, -0.02], [0.02, 0.02, 0.10], [0.10, 0.32, -0.15], [1.67, 2.24, -0.75], [-0.09, -0.08, -0.02], [0.57, -0.47, -0.80], [-0.06, -0.03, -0.20], [-0.13, 0.08, 0.10], [0.66, -2.79, -0.93], [-0.06, -0.02, -0.17], [0.00, -0.07, 0.00], [0.00, 0.03, 0.01], [0.02, 0.02, 0.00], [-0.03, -0.07, -0.10], [0.18, -0.57, -0.67], [-0.02, -0.04, -0.02], [0.25, -0.11, 0.28], [-0.04, -0.11, -0.03], [-0.05, 0.08, -0.08], [0.30, 0.17, -1.05], [-0.05, 0.06, -0.14], [0.27, -0.05, 0.14], [0.31, 0.13, -0.40]],
  "lowdin_charge": [0.16, -0.10, 0.14, 0.11, 0.09, -0.26, -0.34, 0.20, 0.12, 0.05, 0.11, 0.12, 0.12, 0.08, 0.08, 0.16, 0.09, -0.03, 0.13, -0.09, -0.25, 0.16, -0.11, -0.28, -0.28, 0.14, 0.05, -0.23, -0.20, 0.15, -0.24, 0.15, 0.10, 0.06, 0.09, 0.11, 0.07, 0.11, -0.10, 0.08, -0.20, 0.11, 0.14, 0.08, 0.07, 0.07, 0.08, 0.05, -0.10, -0.19, -0.17, 0.12, -0.10, 0.12, 0.01, -0.49, 0.05, 0.12, -0.24, -0.21, 0.06, -0.10, -0.19, 0.15, -0.19, 0.09, 0.10, 0.10, 0.13, 0.12, 0.03, 0.11, 0.08, 0.08, 0.05, 0.12, -0.17, 0.08, -0.26, 0.10, 0.11, 0.10, 0.12, 0.15, 0.19]
}

=====

No. 4
{
  "formula": "C24H29N16O3Ti",
  "method": "wB97M-V/def2-TZVPD",
  "spin_multiplicity": 3,
  "charge": -1,
  "s_squared": 2.04,
  "e_homo_ev": [-2.26, -5.16],
  "relative_energy_kcal_mol": 28.23,
  "elements": ["C", "C", "C", "H", "N", "H", "H", "C", "C", "C", "H", "C", "O", "H", "C", "C", "H", "C", "C", "H", "N", "H", "H", "H", "N", "H", "C", "H", "C", "H", "H", "N", "H", "C", "C", "C", "N", "H", "H", "H", "O", "C", "H", "H", "C", "H", "C", "C", "C", "H", "H", "H", "N", "C", "H", "C", "C", "N", "H", "N", "N", "N", "N", "Ti", "N", "H", "H", "N", "O", "H", "N", "N", "N"],
  "positions_angstrom": [[5.141973, 2.096912, 0.372368], [-1.730096, -2.632008, -0.857606], [1.668331, -3.476519, -0.537966], [-6.473379, 2.822834, 0.034380], [-1.683357, -4.023974, 0.720539], [4.268987, 0.054138, -2.181927], [7.155417, 3.263678, -1.105803], [-5.958185, 1.221122, -1.306095], [3.972970, 2.022154, 1.101889], [-5.578274, 2.415188, -0.445955], [2.415654, 2.028750, 3.281082], [2.097526, -3.220217, 3.019186], [6.345412, 1.425141, -1.641830], [-4.911547, -0.370741, -2.336995], [1.042505, -3.129984, -2.594754], [3.006392, 0.499071, -0.524676], [-2.798387, 1.377833, 3.175853], [1.669833, -4.333468, -2.591025], [-1.406010, -0.850325, -2.443258], [-6.552431, 0.522577, -0.713535], [-1.158104, -2.944776, 1.169323], [7.862102, 1.848090, -0.286390], [1.080816, 2.945547, 2.562271], [-3.234515, -0.539972, -0.652659], [-0.886373, 0.897171, -3.500558], [-5.156103, 3.206197, -1.085273], [-2.922064, 3.150795, 1.953135], [1.406115, -1.163483, 3.269069], [4.190117, 0.609371, -1.256162], [3.918150, 2.596458, 2.017026], [2.146957, -4.976823, 1.859088], [-4.010690, 0.088843, -0.534166], [-4.808518, 3.990656, 1.308711], [-4.404842, 3.029740, 1.638076], [-3.707030, 1.026537, 0.436566], [2.867726, 1.247724, 0.701331], [-1.589088, -0.249956, -3.603742], [-2.296447, -2.650814, -2.815589], [-1.294226, 1.776928, 2.330178], [5.962989, 2.697694, 0.739671], [0.612165, 0.528666, 1.012619], [-4.685764, 0.514435, -1.742600], [0.589395, -2.616742, -3.428020], [0.761590, 1.399739, 3.357276], [-2.378712, 1.752704, 2.231882], [-4.946775, 2.734999, 2.546556], [1.649301, 1.201351, 1.435238], [5.245594, 1.395482, -0.827834], [1.477560, 1.940015, 2.737275], [-2.773687, 3.812329, 2.809525], [2.343762, -3.616975, 3.988026], [-4.070487, 1.182951, -2.361200], [2.078873, -4.556860, -1.281552], [1.639922, -2.007881, 2.642139], [-2.400297, 3.563444, 1.085682], [7.433142, 2.211402, -1.226513], [1.832617, -3.184235, 0.812960], [-1.999453, -2.039899, -2.074061], [8.181296, 2.131667, -2.012859], [2.289191, -3.980442, 1.856382], [1.478062, -1.955103, 1.277410], [-4.636609, 2.045674, 0.595664], [-1.169869, -1.997782, 0.192393], [0.505099, -0.829469, -0.131575], [-2.060095, -3.872966, -0.564966], [-6.542522, 1.552074, -2.166115], [2.545485, -5.374304, -0.941735], [-2.674484, 0.826006, 1.163438], [2.063378, -0.293868, -0.964229], [1.872166, -5.038314, -3.376858], [-0.628931, -0.115865, -1.628163], [1.027149, -2.595734, -1.336808], [-0.318368, 0.985415, -2.353160]],
  "forces_ev_per_a": [[0.28, 0.11, -0.02], [-0.32, -0.14, 0.62], [-0.01, -0.13, -0.37], [0.04, 0.05, 0.00], [0.05, 0.15, 0.20], [0.01, 0.01, 0.00], [-0.02, -0.03, -0.01], [0.15, 0.01, 0.00], [-0.17, -0.02, 0.09], [-0.08, -0.08, -0.05], [0.00, 0.00, 0.03], [0.01, 0.07, -0.09], [0.01, -0.04, -0.04], [0.02, 0.01, -0.02], [-0.02, -0.02, -0.15], [0.45, 0.50, 0.26], [0.08, 0.01, 0.03], [0.02, -0.01, -0.01], [0.00, 0.54, 0.02], [-0.06, 0.00, -0.05], [-0.08, -0.19, 0.17], [-0.02, 0.01, -0.01], [0.00, 0.05, 0.08], [0.10, -0.08, -0.03], [0.13, 0.15, 0.14], [-0.02, 0.01, 0.03], [-0.03, -0.18, 0.00], [0.01, 0.01, -0.03], [-0.14, -0.12, -0.10], [-0.04, 0.00, -0.01], [-0.07, -0.01, -0.01], [-0.02, 0.06, -0.07], [-0.02, -0.02, -0.03], [0.10, -0.01, 0.08], [0.01, 0.00, 0.29], [-0.06, -0.29, -0.45], [-0.20, -0.34, 0.03], [-0.04, -0.02, 0.01], [0.01, 0.04, 0.15], [-0.07, 0.02, 0.01], [0.08, 1.11, 0.88], [-0.11, -0.02, 0.04], [0.05, 0.01, -0.01], [-0.03, 0.03, 0.03], [-0.12, 0.06, -0.22], [-0.02, 0.08, 0.00], [0.53, 0.64, 0.72], [-0.21, -0.05, 0.09], [-0.14, -0.20, -0.33], [0.03, 0.05, -0.03], [-0.01, 0.05, 0.02], [0.02, -0.03, -0.01], [-0.15, 0.13, 0.07], [0.00, -0.11, 0.34], [0.02, 0.06, 0.03], [0.11, 0.05, -0.01], [0.25, -0.13, 0.36], [0.20, 0.06, -0.01], [0.01, 0.00, 0.02], [0.00, 0.10, -0.10], [0.16, -0.59, -0.32], [0.03, 0.00, -0.07], [-0.88, -0.94, -0.44], [-0.05, -0.73, 0.43], [-0.16, 0.10, -0.41], [-0.01, 0.02, 0.02], [0.04, 0.01, 0.04], [-0.15, 0.03, -0.04], [1.22, 0.62, -0.59], [-0.04, 0.01, -0.01], [-0.96, -0.07, -1.37], [0.34, -0.63, 0.33], [-0.05, 0.19, -0.16]],
  "lowdin_charge": [-0.05, -0.50, -0.27, 0.12, -0.08, 0.13, 0.09, -0.17, -0.04, -0.18, 0.07, -0.10, -0.09, 0.12, -0.12, -0.28, 0.11, -0.10, -0.50, 0.12, -0.05, 0.09, 0.09, 0.08, -0.09, 0.12, -0.17, 0.11, 0.07, 0.10, 0.13, 0.07, 0.11, -0.18, -0.38, -0.10, 0.03, 0.14, 0.07, 0.09, -0.15, -0.20, 0.11, 0.07, -0.23, 0.12, -0.34, -0.29, -0.03, 0.11, 0.10, 0.12, 0.10, -0.12, 0.12, -0.11, -0.28, 0.14, 0.09, 0.08, -0.03, -0.05, -0.08, 1.01, 0.03, 0.11, 0.14, 0.09, -0.17, 0.10, -0.08, 0.00, -0.04]
}